1.
{
  "formula": "C4H6BrN",
  "method": "the ωB97M-V functional and the def2-TZVPD basis",
  "species": ["C", "C", "C", "C", "N", "Br", "H", "H", "H", "H", "H", "H"],
  "xyz": [[0.1997, 2.0870, -1.5014], [-0.7472, 0.9769, -0.9886], [1.1184, -0.9576, 1.2559], [-0.2147, -1.6056, 1.4665], [2.1781, -0.4789, 1.2521], [-2.1081, 1.2307, 0.4750], [1.2327, 1.6094, -1.7724], [0.4617, 2.9033, -0.8147], [-0.3807, -2.0469, 0.4645], [-0.9564, -0.8708, 1.7272], [-0.1171, -2.2467, 2.2657], [-0.1585, 2.3688, -2.5503]],
  "charge": 0,
  "e_above_lowest_kcal_mol": 84.0,
  "total_energy_ha": -2784.6166,
  "homo_energy_ev": [-8.9, -8.9],
  "homo_lumo_gap_ev": [7.9, 7.9],
  "fmax_ev_per_a": 3.56
}



2.
{
  "formula": "C4H6BrN2",
  "method": "the ωB97M-V functional and the def2-TZVPD basis",
  "species": ["C", "N", "C", "C", "N", "Br", "C", "H", "H", "H", "H", "H", "H"],
  "xyz": [[0.7732, -0.9779, 0.0229], [-0.0242, 0.1928, 0.2647], [-0.8719, 0.7884, -0.6557], [-1.4928, 1.8398, -0.0722], [-1.2089, 1.9179, 1.2570], [-1.7600, 3.0164, 2.5708], [-0.2112, 0.7071, 1.4346], [0.1447, -1.7140, 0.3774], [0.9262, -1.0480, -1.0656], [1.5712, -1.0010, 0.8007], [-1.0717, 0.5091, -1.6601], [-2.1329, 2.5578, -0.5123], [0.1012, 0.3801, 2.4478]],
  "charge": 1,
  "e_above_lowest_kcal_mol": 45.2,
  "smiles": "Cn1cc[n+](Br)c1",
  "total_energy_ha": -2839.2139,
  "homo_energy_ev": -14.0,
  "homo_lumo_gap_ev": 9.9,
  "fmax_ev_per_a": 7.13
}



3.
{
  "formula": "C4H6BrN2",
  "method": "the ωB97M-V functional and the def2-TZVPD basis",
  "species": ["C", "C", "C", "C", "N", "N", "Br", "H", "H", "H", "H", "H", "H"],
  "xyz": [[-0.3652, -0.3116, 0.8362], [0.1089, -1.6252, 0.8879], [0.8223, 0.1898, -1.1397], [-0.5543, 1.8970, -0.1740], [0.0794, 0.5285, -0.1727], [1.0124, -2.0560, 0.0125], [1.4098, -3.5856, -0.7336], [-1.1730, 0.1239, 1.2797], [-0.5234, -2.1972, 1.6359], [1.5901, 0.2110, -1.9538], [-0.1234, 2.6488, 0.4552], [-0.7858, 2.3243, -1.2028], [-1.4979, 1.8523, 0.2692]],
  "charge": 1,
  "e_above_lowest_kcal_mol": 155.8,
  "total_energy_ha": -2839.0377,
  "homo_energy_ev": [-13.1, -13.1],
  "homo_lumo_gap_ev": [7.8, 6.6],
  "fmax_ev_per_a": 3.69
}



4.
{
  "formula": "C4H6BrN3",
  "method": "the ωB97M-V functional and the def2-TZVPD basis",
  "species": ["C", "C", "C", "C", "N", "N", "N", "Br", "H", "H", "H", "H", "H", "H"],
  "xyz": [[-0.0878, -1.6767, -0.4382], [-0.5689, -1.9278, 0.7815], [0.3072, -0.3938, -0.9688], [-1.0111, 1.1392, 1.4651], [0.0448, 1.1766, 0.7996], [0.1997, 0.8448, -0.4650], [0.5883, 1.8993, -1.2875], [-0.7861, 1.8020, 3.2983], [0.0949, -2.5384, -0.9826], [-0.7630, -2.9172, 1.0358], [0.5169, -0.2492, -2.0026], [-0.7416, -1.2016, 1.5962], [1.1102, 2.6227, -0.7733], [1.0966, 1.4201, -2.0583]],
  "charge": 0,
  "e_above_lowest_kcal_mol": 124.4,
  "total_energy_ha": -2894.0855,
  "homo_energy_ev": [-7.3, -7.3],
  "homo_lumo_gap_ev": [6.4, 6.4],
  "fmax_ev_per_a": 2.84
}



5.
{
  "formula": "C4H6CaO2",
  "method": "the ωB97M-V functional and the def2-TZVPD basis",
  "species": ["H", "O", "C", "C", "C", "C", "O", "Ca", "H", "H", "H", "H", "H"],
  "xyz": [[0.8273, -0.5395, 1.2938], [2.6562, 0.5898, 0.3415], [1.3808, 0.6055, 0.5278], [0.6186, -0.4474, -0.0528], [-0.8287, -0.8871, -0.1211], [-1.9321, 0.1002, -0.0246], [-1.7663, 1.3165, 0.0062], [-0.0858, 2.3253, -0.5511], [2.9407, 1.2064, -0.3490], [1.1763, -0.8936, -0.8896], [-1.0153, -1.6082, 0.6916], [-1.0283, -1.4716, -1.0366], [-2.9436, -0.2963, 0.1639]],
  "charge": 2,
  "e_above_lowest_kcal_mol": 70.2,
  "total_energy_ha": -983.3313,
  "homo_energy_ev": -17.4,
  "homo_lumo_gap_ev": 8.2,
  "fmax_ev_per_a": 4.93
}



6.
{
  "formula": "C4H6Cl2",
  "method": "the ωB97M-V functional and the def2-TZVPD basis",
  "species": ["C", "C", "Cl", "C", "C", "Cl", "H", "H", "H", "H", "H", "H"],
  "xyz": [[-1.0341, 1.0122, -0.2435], [-0.7383, -0.2103, 0.4982], [-1.6718, -1.6425, -0.2374], [0.5907, -0.7667, 0.3298], [1.7465, -0.3189, -0.2527], [3.2626, -0.8999, -0.1032], [-2.1951, 0.9642, -0.5514], [-0.6515, 1.8858, 0.3900], [-0.5653, 0.9722, -1.3220], [-1.1170, 0.1365, 1.4474], [0.6521, -1.9035, 0.6445], [1.7212, 0.7709, -0.5998]],
  "charge": 0,
  "e_above_lowest_kcal_mol": 40.8,
  "smiles": "C[C@@H](Cl)/C=C/Cl",
  "total_energy_ha": -1076.3171,
  "homo_energy_ev": -9.2,
  "homo_lumo_gap_ev": 10.1,
  "fmax_ev_per_a": 6.30
}